This record from the OMol25 dataset describes an isolated molecule of C17H24F2N2O. The level of theory is ωB97M-V with the def2-TZVPD basis set.

LUMO level = 0.78 eV
E = -28479.8435 eV
SMILES = OCC[C@@H]1CN(C2CCC2)CCN1Cc1ccc(F)c(F)c1
Orbital gap = 8.76 eV

Last column: Mulliken charge in e.
Cartesian coordinates (Å):
H 2.22 2.54 0.44  0.5473
C -0.17 -1.02 0.66  -1.5217
C 1.61 0.41 -1.01  -1.4511
H -0.33 1.58 2.92  0.4175
H 4.27 -2.19 1.57  0.3661
C -2.49 3.24 0.94  0.3472
H 2.31 -0.36 -1.35  0.2902
C 1.58 1.85 1.00  -1.6342
C 3.54 -1.39 1.74  -0.7950
N -0.13 -1.26 -0.77  0.1926
H 0.32 3.35 -0.92  0.3933
H 3.91 -0.47 1.28  0.3131
C -2.02 2.54 2.04  -0.4804
N 1.77 0.54 0.43  0.4032
H -1.02 -3.57 -2.81  0.3241
H -2.69 2.33 2.85  0.4389
H 0.19 -0.16 -2.52  0.6322
H -0.52 0.79 -1.19  -0.0625
C -2.60 -1.25 -1.63  -0.6942
F -2.08 4.22 -1.18  -0.3390
O 3.43 -1.10 3.11  -0.5163
H -0.47 -1.94 1.16  0.7531
C -1.28 -1.97 -1.28  -0.0641
C -0.70 2.12 2.06  -0.6412
C -2.66 -2.05 -2.94  -0.5228
C 0.20 -0.01 -1.44  -0.2267
H -3.42 -1.39 -0.93  0.3549
H 2.35 -2.07 0.08  0.3639
H -0.92 -0.24 0.91  0.1627
H -3.37 -2.87 -2.89  0.2338
H -0.50 -1.97 -3.34  0.2595
C -1.63 3.53 -0.11  0.4080
H 1.12 -0.28 2.21  0.7137
H 3.09 -1.88 3.56  0.3443
C 2.20 -1.77 1.11  -0.8959
H 1.88 1.35 -1.48  0.5849
H -2.47 -0.18 -1.79  0.1371
H 1.95 1.81 2.03  0.4400
C 0.16 2.38 1.00  0.7919
H -1.46 -2.79 -0.58  0.5312
H -2.85 -1.47 -3.84  0.3116
C -0.32 3.11 -0.08  -0.4860
C 1.21 -0.59 1.16  0.1037
H 1.76 -2.61 1.65  0.3378
C -1.21 -2.51 -2.72  -0.8415
F -3.77 3.65 0.91  -0.3254

***

This record from the OMol25 dataset describes an isolated molecule of C17H24N2O2S. The level of theory is ωB97M-V with the def2-TZVPD basis set.

LUMO level = 0.63 eV
E = -35929.8148 eV
SMILES = CCCCOc1ccc(C(=S)N2CCC(C(N)=O)CC2)cc1
Orbital gap = 8.21 eV

Last column: Mulliken charge in e.
Cartesian coordinates (Å):
H -4.19 3.80 -0.21  0.4081
H 2.31 -4.36 -0.08  0.3503
C 1.86 -4.30 0.92  -0.7335
C -0.17 -0.16 -1.22  -0.1016
C 0.42 -2.53 0.16  0.8458
H -2.15 -0.41 -0.43  0.4448
C -1.15 -0.81 -0.46  -0.0466
N -3.22 6.16 -0.36  -0.3684
S -0.23 0.94 -3.65  -0.3952
H -3.19 4.41 -2.46  0.4155
H -2.58 2.78 1.47  0.3929
H -3.13 1.68 0.19  0.2970
H 2.38 -3.67 2.90  0.3038
C -2.52 5.08 0.07  0.2038
C -1.38 3.29 -2.16  -1.0708
H -3.44 2.67 -2.23  0.3628
O -1.52 5.20 0.74  -0.6254
H 4.85 -3.54 2.50  0.3364
H 4.61 -4.13 0.86  0.2833
N -0.95 2.13 -1.42  0.1639
C -3.11 3.75 -0.39  0.1610
H -0.69 1.43 0.53  0.4570
C 4.28 -5.61 2.39  -1.1853
H -4.06 6.08 -0.90  0.1998
H 3.85 -5.67 3.39  0.2983
H 1.85 -0.26 -1.90  0.4404
H -1.21 3.11 -3.22  0.4074
O 0.59 -3.68 0.86  -0.4577
H 5.32 -5.94 2.44  0.3717
H -1.61 -2.49 0.78  0.4532
H 3.74 -6.28 1.73  0.3090
H 2.84 -2.53 1.64  0.3908
H -0.48 3.18 0.30  0.3461
H 1.64 -5.32 1.26  0.3172
H -2.89 7.08 -0.11  0.2545
C 1.10 -0.74 -1.29  -1.1424
C -0.48 1.03 -2.02  0.2187
H -0.79 4.16 -1.84  0.3706
C -0.86 -1.98 0.21  -0.6531
C 4.21 -4.17 1.88  -0.4421
H 2.40 -2.30 -0.69  0.3991
C -2.86 3.54 -1.89  -0.7084
C 1.40 -1.90 -0.61  -0.2383
C 2.80 -3.60 1.90  -0.3724
C -2.53 2.57 0.40  -0.8760
C -1.07 2.31 0.01  -0.7860

***

This record from the OMol25 dataset describes a structure of composition C17H24N3P2Rh at a distorted geometry. The level of theory is ωB97M-V with the def2-TZVPD basis set.

LUMO level (spin up / spin down) = -6.55 / -9.43 eV
E = -44057.9833 eV
Charge = +2
Expectation value of S² = 6.015
Multiplicity = 5
Orbital gap (spin up / spin down) = 8.13 / 6.05 eV

Last column: Mulliken spin population.
Cartesian coordinates (Å):
H 0.60 2.51 -2.44  -0.0037
C -2.52 -1.48 -0.11  0.0400
H -1.03 3.08 -2.08  0.0035
H -1.81 3.75 0.64  0.0019
C 0.62 -4.29 -0.04  0.0038
P 0.15 2.45 -0.05  0.2287
H 1.47 -4.95 0.00  0.0008
C -1.74 -3.88 -0.07  -0.0009
H 4.24 0.17 1.87  0.0102
H 0.36 4.14 -1.76  0.0091
N -2.08 -0.21 -0.16  0.1376
C -4.79 -0.72 -0.04  0.0072
C 2.89 1.91 -0.20  0.0391
C 0.01 3.11 -1.75  0.0127
H 3.57 -0.48 -1.96  -0.0007
H 2.91 2.03 -1.29  0.0022
H -4.24 -2.78 0.00  0.0004
N -0.40 0.01 3.82  0.2420
C 0.80 -2.92 -0.09  -0.0106
H 3.90 2.12 0.18  0.0031
P 2.53 0.13 0.16  0.2347
H -0.76 3.36 2.02  0.0006
C -4.32 0.58 -0.13  0.0038
H 4.76 -0.20 -0.68  0.0107
C -2.95 0.78 -0.19  0.0028
H -5.00 1.42 -0.14  0.0014
C -0.20 0.03 2.68  -0.0394
C -0.68 -4.77 -0.02  0.0078
C -3.88 -1.76 -0.05  -0.0018
C -0.77 3.66 0.97  0.0323
C -1.47 -2.51 -0.10  0.0169
H -5.85 -0.92 0.03  0.0002
H -2.75 -4.25 -0.08  0.0003
H 2.09 3.89 0.09  0.0070
H -0.28 4.63 0.88  0.0075
H 1.95 2.84 1.51  -0.0002
N -0.21 -2.06 -0.10  0.1438
H 1.80 -2.49 -0.14  0.0188
C 3.19 -0.14 1.84  0.0357
H 2.62 0.42 2.58  -0.0008
Rh 0.06 0.08 0.65  2.7455
H -2.54 1.78 -0.26  0.0180
C 3.80 -0.65 -0.91  0.0283
C 1.89 2.86 0.42  -0.0028
H -0.87 -5.84 0.03  0.0002
H 3.13 -1.20 2.09  0.0045
H 3.87 -1.72 -0.73  -0.0022

***

This record from the OMol25 dataset describes a structure of composition C17H24N4O5V at a distorted geometry. The level of theory is ωB97M-V with the def2-TZVPD basis set.

LUMO level (spin up / spin down) = -5.59 / -5.72 eV
E = -59892.5460 eV
Charge = +1
Expectation value of S² = 2.047
Multiplicity = 3
Orbital gap (spin up / spin down) = 3.06 / 2.94 eV

Last column: Mulliken spin population.
Cartesian coordinates (Å):
C 0.19 -3.34 2.76  -0.0036
H 0.60 3.76 -2.49  0.0016
H 1.17 -4.69 4.14  0.0001
H -3.60 0.92 -2.64  0.0009
H 0.78 -0.71 -2.43  0.0217
O 1.48 2.58 -0.81  0.0089
H 3.91 0.67 -1.00  0.0024
H 2.61 1.62 1.30  -0.0008
H 4.92 0.06 -0.07  -0.0002
H 4.51 0.99 2.76  0.0000
N -0.63 -1.71 1.18  -0.0207
H -1.04 4.15 -2.05  0.0085
H -3.10 -3.79 2.15  -0.0003
O -2.61 -0.73 -1.52  0.0115
C -1.06 -3.97 2.78  0.0078
C -2.12 -3.36 2.11  -0.0024
C 2.64 0.64 1.77  -0.0004
C 2.61 -1.79 2.97  0.0136
C 2.46 -3.03 3.65  -0.0013
C -1.87 -2.22 1.36  0.0184
H -0.73 3.31 -3.52  0.0025
O 4.09 -2.38 0.57  -0.0005
H -2.47 1.32 -3.91  0.0029
O 4.50 0.94 -0.28  0.0019
N 0.44 1.62 -0.96  -0.0762
H 3.27 -3.35 4.31  0.0000
H -0.53 1.56 1.53  0.0069
H 0.18 -2.19 -1.51  -0.0105
V 0.21 -0.25 -0.12  1.9750
C 0.98 -1.42 -1.58  -0.1449
H -1.17 -4.86 3.37  0.0003
H 1.99 -1.79 -1.50  0.0178
H -2.69 -1.70 0.89  0.0034
C 1.29 -3.78 3.56  0.0026
O -1.41 1.21 1.71  0.0111
H 4.48 -1.28 3.84  -0.0005
C 3.69 0.32 2.61  0.0003
C 3.69 -0.93 3.20  -0.0012
H -3.02 2.56 -2.86  0.0020
C 1.59 -1.41 2.08  0.0108
H -1.76 1.01 0.83  -0.0002
C -1.62 1.27 -1.92  0.0678
N 1.66 -0.21 1.43  0.0078
C -0.41 3.38 -2.49  -0.0037
C 0.38 -2.19 1.95  -0.0005
H 2.23 2.05 -0.48  -0.0007
H -2.40 -1.52 -1.00  0.0032
N -1.57 0.18 -1.15  -0.0171
C -0.51 2.10 -1.79  0.0724
H 3.56 -2.83 -0.13  0.0003
C -2.72 1.51 -2.87  0.0011